Here is a 12-piece molecular cluster, C12H48N6O12 overall in a non-equilibrium geometry from the Open Molecules 2025 dataset. Energies are from ωB97M-V/def2-TZVPD.

Geometry as XYZ:
```
78
Properties=species:S:1:pos:R:3:forces:R:3:lowdin_charge:R:1
C -0.772 -1.202 -2.941 7.36 1.30 -3.40 -0.620
O 0.482 -0.978 -3.479 -6.15 -0.70 2.67 -0.074
N -1.499 -2.182 -3.331 -2.33 -5.71 -1.90 0.162
N -1.392 -0.494 -2.069 0.72 2.58 3.06 0.158
H -1.009 -2.748 -4.002 -0.17 -0.36 -0.22 0.119
H -2.154 -2.724 -2.709 1.10 1.29 -1.03 0.145
H -0.697 0.100 -1.595 -1.09 0.16 0.44 0.076
H -2.264 -0.804 -1.666 0.23 0.24 0.04 0.135
C 0.985 0.648 -0.483 8.24 -2.72 -3.93 -0.611
O 2.184 0.110 -1.014 -5.07 2.44 2.12 -0.133
N 0.266 1.514 -1.101 -3.19 3.81 -1.95 0.163
N 0.574 0.218 0.628 -2.86 -1.57 5.99 0.193
H 0.481 1.775 -2.078 -0.03 0.07 0.85 0.097
H -0.566 2.029 -0.609 1.95 -1.64 -1.08 0.115
H 1.255 -0.244 1.260 -0.72 0.35 -0.90 0.063
H -0.354 0.484 1.073 1.43 -0.10 -0.98 0.105
C 3.117 -0.285 2.652 5.80 5.27 -2.32 -0.674
O 3.980 0.709 2.337 -4.00 -3.99 1.67 -0.097
N 2.671 -1.070 1.703 -0.42 -1.45 -2.01 0.125
N 2.750 -0.575 3.852 -1.22 -0.15 4.84 0.162
H 2.958 -0.785 0.762 -0.20 -0.49 -0.20 0.108
H 2.172 -1.931 1.905 0.45 0.27 -0.31 0.124
H 3.118 0.048 4.601 -0.56 -0.90 -1.03 0.145
H 1.996 -1.267 4.117 1.41 1.23 -0.43 0.084
C -1.800 -2.723 0.835 0.84 -1.18 -0.42 -0.147
O -2.561 -2.338 1.973 -0.83 -1.05 0.12 -0.144
H -2.265 -3.483 0.198 -0.52 0.21 0.15 0.086
H -0.940 -3.217 1.240 0.97 -0.29 -0.11 0.071
H -1.415 -1.944 0.160 -0.57 0.40 0.83 0.062
H -2.762 -3.181 2.462 0.19 1.49 -0.66 0.135
C 0.261 2.374 3.746 1.21 -0.34 -0.95 -0.168
O -0.398 3.030 4.836 -0.13 -0.56 -0.24 -0.129
H -0.306 2.458 2.792 0.28 0.10 0.55 0.050
H 0.365 1.296 3.967 0.05 0.28 -0.13 0.053
H 1.340 2.738 3.518 -1.92 -0.17 0.85 0.121
H -1.105 2.416 5.122 0.62 0.67 -0.17 0.070
C -0.809 4.102 0.146 1.64 1.06 0.22 -0.153
O -1.557 2.949 0.456 -0.87 -0.25 0.44 -0.180
H -1.076 4.565 -0.820 -0.07 -0.32 0.30 0.080
H 0.332 3.893 0.116 -2.00 0.10 0.21 0.122
H -1.030 4.793 0.955 0.51 0.59 -0.15 0.081
H -2.367 3.236 0.936 0.88 -0.59 -0.80 0.119
C -2.465 2.875 -3.071 1.12 -0.05 -0.12 -0.158
O -2.769 1.750 -2.295 -2.45 1.54 0.30 -0.106
H -3.189 3.658 -2.896 -0.17 0.11 0.24 0.080
H -2.439 2.668 -4.126 -0.43 -0.37 -0.73 0.062
H -1.445 3.245 -2.914 -0.08 0.18 0.49 0.065
H -2.087 1.127 -2.195 1.49 -0.69 -0.54 -0.029
C -0.610 -1.509 4.533 -1.01 2.67 0.12 -0.173
O 0.628 -1.923 4.979 1.12 -1.14 0.33 -0.130
H -0.598 -1.230 3.455 0.37 -0.11 0.73 0.076
H -0.887 -0.569 5.146 -0.08 -1.35 -1.03 0.106
H -1.361 -2.262 4.627 -0.65 -0.53 0.27 0.071
H 0.545 -2.514 5.738 0.02 0.20 -0.21 0.114
C 1.177 -3.514 -1.136 0.31 1.22 -0.23 -0.172
O 1.668 -4.651 -1.817 -1.31 -0.63 -0.87 -0.113
H 0.084 -3.488 -1.073 -0.06 -0.25 0.04 0.050
H 1.459 -2.542 -1.642 0.05 -1.01 0.68 0.075
H 1.579 -3.630 -0.135 0.01 0.70 0.39 0.069
H 0.867 -5.074 -2.180 1.02 0.03 0.00 0.082
C -2.700 0.871 2.880 0.32 0.52 0.17 -0.121
O -2.139 0.301 1.679 -0.04 0.51 0.97 -0.161
H -3.772 0.856 2.779 -0.56 -0.38 0.38 0.081
H -2.481 1.945 3.087 0.45 -0.69 -0.89 0.077
H -2.326 0.347 3.778 -0.48 0.00 -0.38 0.062
H -2.336 -0.649 1.789 0.01 0.40 -0.09 0.018
C 3.775 -1.683 -3.297 -0.13 0.27 0.07 -0.163
O 3.432 -0.333 -3.547 1.55 0.59 -0.40 -0.131
H 3.098 -2.127 -3.947 -1.30 -2.05 -0.81 0.043
H 3.632 -2.048 -2.277 -0.06 0.38 0.01 0.071
H 4.755 -2.030 -3.646 0.27 0.88 0.16 0.076
H 2.953 0.036 -2.811 -0.31 -0.01 1.09 0.001
C 0.510 1.939 -5.290 1.08 -0.61 -0.01 -0.097
O 0.745 1.918 -3.848 -0.72 1.72 -1.88 -0.151
H 0.551 0.906 -5.701 -0.27 0.62 0.42 0.093
H 1.237 2.527 -5.894 0.12 -0.26 0.93 0.083
H -0.421 2.414 -5.517 -0.86 0.01 0.24 0.049
H 1.142 1.087 -3.665 0.74 -1.78 0.11 0.004
```
Forces are in eV/Å.

## Properties
- HOMO-LUMO gap (eV) = 7.8
- E_LUMO (hartree) = -0.01892
- strongest force on any atom (eV/Å) = 9.52
- energy above the lowest of the compared OMol25 structures with the same formula, charge and spin (kcal/mol) = 134.7

Here is a 12-piece molecular cluster, C12H48N8O12 overall in a non-equilibrium geometry from the Open Molecules 2025 dataset. Energies are from ωB97M-V/def2-TZVPD.

Geometry as XYZ:
```
80
Properties=species:S:1:pos:R:3:forces:R:3:lowdin_charge:R:1
C -1.913 -0.068 4.106 3.73 6.29 -3.69 -0.603
O -1.623 0.924 3.135 -1.94 -5.87 4.56 -0.116
N -0.922 -0.630 4.798 2.94 -0.82 -0.49 0.134
N -3.097 -0.279 4.600 -5.67 1.55 -0.35 0.123
H 0.001 -0.477 4.330 -1.10 -0.24 0.96 0.141
H -0.988 -1.408 5.481 -0.26 0.99 -1.08 0.133
H -3.832 0.381 4.156 1.74 -1.60 1.10 0.160
H -3.249 -0.378 5.611 0.44 -0.17 -0.82 0.122
C 2.268 -3.514 -0.753 1.47 3.13 7.90 -0.667
O 2.908 -3.027 0.321 -1.65 -1.77 -4.03 -0.087
N 2.846 -3.964 -1.785 6.08 -0.93 -4.66 0.168
N 0.983 -3.645 -0.735 -3.33 0.60 2.34 0.208
H 3.904 -3.834 -1.937 -2.59 -0.35 0.62 0.185
H 2.331 -4.421 -2.502 -0.24 -0.32 -0.34 0.116
H 0.508 -3.416 0.158 0.61 -0.32 -1.22 0.086
H 0.367 -3.664 -1.530 0.12 -0.51 -0.32 0.048
C 1.318 3.911 -2.047 0.51 -7.52 -4.06 -0.615
O 1.886 2.867 -2.749 -2.83 3.48 4.18 -0.132
N 1.651 5.058 -2.448 1.52 7.44 -1.14 0.133
N 0.214 3.957 -1.264 0.27 -1.43 0.32 0.176
H 2.362 5.229 -3.182 -0.87 -0.51 1.11 0.147
H 1.061 5.872 -2.106 1.53 -1.29 -1.01 0.149
H -0.269 3.093 -1.068 0.21 0.28 0.46 0.073
H 0.041 4.804 -0.745 -0.21 -0.55 0.17 0.106
C -4.242 0.980 -0.759 -3.68 6.79 -5.56 -0.669
O -4.666 1.864 -1.743 2.07 -4.54 4.57 -0.128
N -3.175 0.292 -0.761 6.17 -3.86 -2.64 0.142
N -4.793 0.842 0.392 -3.58 0.23 5.02 0.149
H -2.644 0.199 -1.653 -0.50 -0.24 1.03 0.098
H -2.939 -0.402 -0.016 -0.44 0.97 -1.28 0.147
H -5.564 1.480 0.714 1.44 -1.22 -0.51 0.156
H -4.242 0.232 1.049 -1.65 1.52 -0.45 0.131
C 2.147 2.122 1.316 0.34 -1.07 -0.03 -0.162
O 1.023 2.717 1.885 0.91 2.66 0.57 -0.114
H 1.941 1.075 1.442 0.89 -0.81 -0.11 0.047
H 3.092 2.377 1.820 -0.56 0.10 0.12 0.090
H 2.293 2.294 0.248 -0.21 0.36 -0.22 0.065
H 0.288 2.161 1.741 -1.33 -1.23 -0.23 -0.004
C -1.626 1.773 -3.048 -0.23 0.02 0.86 -0.127
O -1.305 0.401 -2.947 -0.55 -0.78 0.06 -0.147
H -2.330 1.975 -3.827 -1.09 0.01 0.00 0.087
H -0.752 2.219 -3.370 1.94 1.57 -0.36 0.045
H -1.902 2.179 -2.046 -0.23 -0.32 -0.99 0.074
H -0.533 0.257 -3.495 0.18 -0.24 0.11 0.090
C -0.801 -2.847 -3.605 -0.79 0.28 0.90 -0.118
O -0.728 -3.976 -2.761 -0.05 -1.92 -0.51 -0.150
H -1.726 -2.361 -3.303 0.05 0.60 -0.65 0.087
H -0.742 -3.061 -4.646 -0.23 -0.37 -0.86 0.081
H 0.049 -2.242 -3.366 0.44 0.67 0.23 0.057
H -1.082 -4.788 -3.177 0.23 0.85 0.31 0.117
C 3.480 -0.401 -2.225 0.90 -1.13 -1.19 -0.120
O 2.471 -1.159 -2.848 -2.73 4.73 -0.28 -0.087
H 4.356 -0.767 -2.701 1.56 0.18 -0.28 0.072
H 3.614 -0.583 -1.206 -0.29 -0.48 1.95 0.054
H 3.444 0.648 -2.367 -0.84 0.94 -0.55 0.064
H 2.656 -2.033 -2.838 1.20 -4.03 0.32 -0.031
C 3.764 -1.919 3.190 0.72 2.03 1.10 -0.170
O 3.364 -1.082 2.125 0.44 1.11 1.87 -0.131
H 4.158 -1.237 4.039 -0.69 -1.25 -1.28 0.109
H 4.506 -2.642 2.934 1.11 -0.22 -0.50 0.061
H 2.977 -2.543 3.526 -1.30 -0.36 0.72 0.043
H 3.281 -1.637 1.381 -0.39 -1.26 -1.86 -0.028
C 0.371 -0.093 -0.453 -0.35 -1.47 0.99 -0.127
O -0.511 0.490 0.505 1.45 0.08 0.49 -0.130
H -0.132 -0.972 -0.858 0.24 -0.06 -0.38 0.075
H 1.296 -0.428 0.018 -0.24 -0.06 0.46 0.071
H 0.691 0.550 -1.217 0.11 1.15 -1.23 0.049
H -1.333 0.678 0.079 -0.70 0.31 -0.48 -0.003
C -0.215 -2.767 2.285 -1.09 -0.31 0.63 -0.115
O -0.971 -3.708 1.508 1.55 0.84 -1.80 -0.112
H -0.047 -3.345 3.156 1.47 -0.19 1.23 0.072
H -0.800 -1.945 2.649 -0.63 0.60 -0.40 0.044
H 0.655 -2.324 1.811 0.19 -0.61 -0.30 0.075
H -1.792 -3.834 1.929 -1.47 -0.21 0.72 0.054
C -2.111 3.396 1.031 1.40 -0.52 -0.44 -0.192
O -2.855 4.006 2.051 -1.09 0.38 0.43 -0.111
H -2.004 2.287 1.200 -0.21 1.25 0.36 0.053
H -1.113 3.854 1.079 0.06 -0.56 -0.31 0.061
H -2.479 3.489 -0.017 -0.41 0.41 0.65 0.079
H -2.519 4.885 2.304 -0.02 -0.85 -0.54 0.090
```
Forces are in eV/Å.

## Properties
- HOMO-LUMO gap (eV) = 9.1
- E_LUMO (hartree) = 0.00608
- strongest force on any atom (eV/Å) = 9.52
- energy above the lowest of the compared OMol25 structures with the same formula, charge and spin (kcal/mol) = 168.4

Which value of strongest force on any atom does entry 1 give?
9.52 eV/Å

Which formula does entry 2 have?
C12H48N8O12